Entry 1:
136
Properties=species:S:1:pos:R:3:lowdin_charge:R:1 method="wB97M-V/def2-TZVPD" e_lumo_ev=-3.298 total_charge=+1 homo_energy_ev=-11.28 orbital_gap_ev=7.9779
C -1.37 -6.06 1.68 -0.06
C -0.48 -4.79 1.94 -0.24
N -1.02 -3.93 2.98 -0.08
C -0.31 -2.65 3.16 -0.14
C 0.14 -1.88 1.91 -0.14
N -0.76 -1.44 0.83 0.02
C -0.20 -0.35 0.16 -0.24
N 0.81 -0.36 -0.64 0.03
F 1.20 0.75 -1.27 0.15
C 1.61 -1.54 -1.00 -0.02
C 3.14 -1.29 -0.74 -0.36
C 3.83 -0.65 -1.99 -0.04
O 3.35 -0.43 0.38 -0.07
N -0.92 0.90 0.27 0.03
C -0.16 1.88 0.99 -0.70
Cl 1.32 1.45 1.90 0.74
C -0.42 3.18 0.97 -0.66
C -1.55 3.80 0.18 -0.08
Cl 0.60 4.33 1.84 0.75
C -2.21 0.38 0.83 -0.45
Cl -1.87 0.70 2.68 0.79
C -3.53 1.18 0.73 -0.14
C -4.09 1.59 -0.65 -0.39
C -5.26 0.68 -1.18 -0.02
O -3.14 1.77 -1.70 -0.08
C -2.21 -1.18 0.74 -0.33
C -2.53 -1.84 -0.69 -0.14
C -2.31 -1.03 -1.98 -0.24
C -1.54 -1.95 -3.01 -0.53
S -2.68 -3.13 -3.81 0.77
S -3.51 -2.09 1.71 0.70
C -3.56 -1.95 3.49 -0.14
O -4.84 -1.69 1.27 -0.30
O -3.45 -3.51 1.40 -0.30
C -0.98 -4.56 4.28 -0.47
C -0.17 -5.82 4.60 0.02
O -1.56 -4.05 5.18 0.11
H -2.26 -6.03 2.34 0.08
H -1.65 -6.16 0.63 0.08
H -0.81 -6.98 1.94 0.07
H 0.54 -5.17 2.15 0.07
H -0.41 -4.29 0.96 0.11
H -0.80 -1.96 3.86 0.11
H 0.64 -2.90 3.69 0.14
H 0.70 -1.02 2.32 0.08
H 0.95 -2.50 1.47 0.09
H 1.22 -2.50 -0.63 0.13
H 1.53 -1.60 -2.10 0.13
H 3.70 -2.21 -0.53 0.13
H 4.24 0.35 -1.76 0.09
H 3.14 -0.51 -2.84 0.08
H 4.65 -1.28 -2.37 0.07
H 3.37 -0.99 1.17 0.08
H -1.70 3.33 -0.81 0.08
H -2.49 3.92 0.75 0.09
H -1.25 4.84 -0.04 0.08
H -4.35 0.70 1.29 0.12
H -3.35 2.11 1.30 0.08
H -4.58 2.58 -0.51 0.15
H -5.63 1.18 -2.09 0.09
H -6.07 0.76 -0.43 0.09
H -4.96 -0.36 -1.34 0.06
H -3.32 2.58 -2.20 0.07
H -1.87 -2.73 -0.71 0.11
H -3.55 -2.27 -0.74 0.10
H -3.26 -0.81 -2.48 0.09
H -1.73 -0.09 -1.94 0.09
H -0.99 -1.33 -3.74 0.09
H -0.76 -2.55 -2.50 0.05
H -3.19 -3.83 -2.76 -0.11
H -2.88 -1.27 4.01 0.02
H -4.58 -1.69 3.82 0.09
H -3.38 -2.96 3.91 0.07
H 0.77 -5.94 4.03 0.07
H -0.81 -6.72 4.49 0.10
H 0.10 -5.79 5.67 0.10
C 3.54 5.26 -0.44 -0.15
O 2.66 4.75 -1.43 -0.13
H 4.36 5.78 -0.93 0.06
H 3.01 5.96 0.21 0.07
H 3.95 4.44 0.16 0.08
H 1.94 4.29 -0.97 0.04
C 5.88 8.73 -0.84 -0.15
O 6.12 7.33 -0.75 -0.14
H 4.88 8.94 -0.46 0.08
H 6.61 9.28 -0.25 0.08
H 5.93 9.06 -1.88 0.08
H 7.01 7.17 -1.10 0.08
C 1.43 7.16 4.43 -0.15
O 1.90 5.83 4.26 -0.16
H 1.47 7.42 5.49 0.09
H 2.05 7.86 3.87 0.08
H 0.39 7.23 4.08 0.06
H 1.85 5.62 3.33 -0.03
C -2.27 6.47 5.30 -0.16
O -2.01 5.07 5.36 -0.13
H -3.27 6.66 5.67 0.08
H -1.54 7.01 5.92 0.07
H -2.20 6.82 4.26 0.07
H -1.12 4.93 5.02 0.06
C -7.26 -4.17 -0.01 -0.15
O -5.95 -4.30 -0.56 -0.14
H -7.97 -4.62 -0.70 0.08
H -7.31 -4.69 0.95 0.08
H -7.51 -3.11 0.13 0.07
H -5.34 -3.90 0.07 0.02
C 3.19 -4.76 1.29 -0.12
O 3.26 -3.43 1.80 -0.14
H 3.09 -4.70 0.20 0.08
H 4.10 -5.31 1.54 0.09
H 2.32 -5.27 1.70 0.05
H 3.34 -3.49 2.76 0.09
C -2.06 5.57 -3.43 -0.13
O -2.85 4.39 -3.44 -0.14
H -1.08 5.33 -3.02 0.08
H -1.94 5.95 -4.45 0.08
H -2.53 6.34 -2.81 0.08
H -3.71 4.62 -3.80 0.09
C 7.06 -0.12 -4.85 -0.13
O 5.88 -0.01 -4.05 -0.15
H 7.06 -1.09 -5.34 0.08
H 7.07 0.67 -5.61 0.08
H 7.95 -0.04 -4.22 0.07
H 5.91 0.86 -3.63 0.07
C 9.21 -2.01 -1.86 -0.17
O 9.77 -2.10 -3.17 -0.13
H 8.17 -2.32 -1.90 0.07
H 9.75 -2.67 -1.18 0.08
H 9.27 -0.98 -1.51 0.08
H 10.69 -1.83 -3.11 0.08
C -5.03 -5.17 -7.00 -0.16
O -3.76 -4.56 -6.80 -0.15
H -5.21 -5.24 -8.07 0.08
H -5.03 -6.18 -6.58 0.08
H -5.81 -4.57 -6.54 0.08
H -3.61 -4.51 -5.85 -0.01

Entry 2:
13
Properties=species:S:1:pos:R:3:lowdin_charge:R:1 method="wB97M-V/def2-TZVPD" e_lumo_ev=1.058 smiles="ON=C1CCC1" homo_energy_ev=-9.21 relative_energy_kcal_mol=84.4 orbital_gap_ev=10.2672
O 2.40 -0.87 0.01 -0.08
N 1.84 0.41 -0.14 0.03
C 0.59 0.28 -0.10 -0.37
C -0.30 -0.90 -0.25 -0.11
C -1.51 -0.06 0.21 -0.15
C -0.59 1.20 0.13 -0.10
H 3.35 -0.69 0.03 0.08
H -0.18 -0.71 -1.35 0.15
H -0.08 -1.90 0.15 0.12
H -2.38 -0.12 -0.45 0.10
H -1.87 -0.24 1.24 0.11
H -0.86 1.96 -0.60 0.11
H -0.40 1.64 1.10 0.11

Entry 3:
20
Properties=species:S:1:pos:R:3:lowdin_charge:R:1 method="wB97M-V/def2-TZVPD" s2=0.7540 e_lumo_ev="-3.341 / -8.569" total_charge=+1 homo_energy_ev="-14.92 / -14.87" spin_multiplicity=2 relative_energy_kcal_mol=52.7 orbital_gap_ev="11.5820 / 6.3026"
C -0.01 -0.54 -1.00 -0.02
N -0.36 0.34 0.08 0.14
C -1.45 1.26 -0.23 -0.15
C -1.25 3.62 -0.94 0.07
C -1.01 2.70 -0.04 -0.15
H -0.68 -1.40 -0.95 0.14
H 1.04 -0.86 -0.96 0.10
H -0.06 -0.14 -2.00 0.12
H 0.47 0.76 0.48 0.17
H -1.76 1.10 -1.26 0.13
H -2.30 1.03 0.42 0.16
H -0.86 4.62 -0.82 0.08
H -1.79 3.44 -1.85 0.08
H -0.50 2.85 0.91 0.12
H 0.81 -1.10 1.93 0.01
H 1.06 -2.49 1.41 0.01
O 1.45 -1.81 1.99 -0.05
H 2.31 -3.68 0.52 0.05
H 1.89 -3.14 -0.80 0.03
O 1.64 -3.82 -0.17 -0.05

Entry 4:
37
Properties=species:S:1:pos:R:3:lowdin_charge:R:1 method="wB97M-V/def2-TZVPD" s2=0.7719 e_lumo_ev="2.691 / 2.654" total_charge=-1 homo_energy_ev="0.03 / -3.13" spin_multiplicity=2 relative_energy_kcal_mol=0.0 orbital_gap_ev="2.6583 / 5.7853"
C -3.45 0.13 0.47 -0.20
C -2.16 0.27 1.19 -0.28
C -0.97 -0.26 0.73 -0.25
C 0.29 -0.10 1.43 -0.21
C 1.46 -0.70 1.04 -0.26
C 2.75 -0.52 1.79 -0.17
H -3.41 -0.52 -0.41 0.06
H -3.84 1.10 0.10 0.04
H -4.24 -0.29 1.13 0.05
H -2.20 0.85 2.12 0.08
H -0.95 -0.88 -0.17 0.08
H 0.25 0.60 2.25 0.09
H 1.51 -1.33 0.17 0.05
H 3.42 -1.34 1.63 0.04
H 3.26 0.39 1.41 0.05
H 2.58 -0.37 2.86 0.05
H 0.52 -0.02 -2.26 0.05
H 0.69 0.88 -3.48 0.08
O 0.73 0.92 -2.52 -0.07
H 0.55 -2.34 -2.93 0.05
H 0.13 -2.34 -1.47 0.01
O 0.17 -1.75 -2.28 -0.09
H -0.45 2.05 -1.96 0.01
H -1.67 2.17 -1.00 0.04
O -1.07 2.70 -1.55 -0.08
H 1.10 -3.65 0.22 0.05
H -0.33 -3.18 0.64 0.01
O 0.24 -3.42 -0.14 -0.10
H -0.72 -1.95 2.41 0.05
H -1.98 -2.36 1.72 0.05
O -1.15 -2.74 2.04 -0.07
H 1.95 1.81 -1.72 0.02
H 2.53 3.22 -2.00 0.04
O 2.51 2.53 -1.32 -0.09
H 1.41 3.29 -0.10 -0.03
H -0.07 3.44 -0.34 -0.03
O 0.62 3.69 0.31 -0.12

Entry 5:
12
Properties=species:S:1:pos:R:3:lowdin_charge:R:1 method="wB97M-V/def2-TZVPD" e_lumo_ev=-6.601 total_charge=+1 smiles="C=[N+]1N=NC(C)=N1" homo_energy_ev=-16.31 relative_energy_kcal_mol=86.3 orbital_gap_ev=9.7109
C 0.04 1.15 2.59 0.21
N 0.09 0.44 1.55 -0.11
N 0.08 -1.18 1.76 0.21
N 0.07 -1.58 0.66 0.12
C 0.05 -0.54 -0.36 -0.27
C -0.14 -1.02 -1.70 0.04
N 0.08 0.61 0.23 0.19
H 0.09 0.74 3.60 0.13
H 0.09 2.29 2.71 0.16
H -0.33 -0.24 -2.32 0.07
H -1.01 -1.65 -1.52 0.13
H 0.85 -1.36 -1.98 0.13